Here is C22H30CaN6O2SSi2 as an isolated structure from OMol25. Energies are from ωB97M-V/def2-TZVPD.

Energy in Ha: -2990.0461
F_max in eV/A: 0.8

Geometry as ORCA input:
```
! RIJCOSX wB97M-V def2-TZVPD def2/J DEFGRID3
* xyz -2 1
H -3.278 1.482 -1.697
C 2.501 -4.109 -4.451
H -0.342 -3.679 -0.325
C 2.627 -4.005 -3.072
H 3.063 -4.861 -4.995
C 1.649 -3.242 -5.113
H 0.103 -0.344 4.636
C -2.067 3.971 4.199
H 0.306 -3.288 1.285
C -1.537 3.623 2.956
H -1.628 4.301 2.115
H -0.443 5.134 -0.940
Si 0.162 -0.697 -2.091
C 3.439 -4.451 -0.135
C -0.699 1.389 3.746
C 1.060 -2.145 -3.008
N 3.238 -2.917 2.765
H -2.208 -0.730 -3.016
S 2.706 -1.365 0.552
H -3.566 4.249 0.796
H 1.803 0.646 -3.493
C 2.419 -1.845 2.250
H -3.151 5.445 -0.427
N 0.751 -0.329 2.615
O -2.634 0.426 0.845
O -0.474 2.142 1.371
N -1.494 2.387 0.429
H -1.454 0.868 -3.075
C -1.950 2.993 5.214
N -2.797 3.469 -1.078
H 3.092 -2.923 3.770
H -1.102 -0.313 -4.333
H 3.649 -4.445 0.934
H -2.556 4.923 4.357
C -1.325 3.360 -0.753
C -1.331 1.797 5.008
C -0.917 2.422 2.742
C -3.342 2.139 -0.822
H 0.608 -4.880 0.582
Ca -0.386 -0.032 0.697
H 4.351 -4.196 -0.680
H 3.291 -4.695 -2.569
H 0.308 -1.600 -4.943
N 1.577 -1.279 3.031
H 1.528 -3.309 -6.190
C -1.282 -0.199 -3.258
H -0.061 4.401 0.417
C 1.911 -3.053 -2.333
H 3.135 -5.463 -0.421
H -1.286 1.073 5.816
C -2.506 1.546 0.288
H 2.263 0.708 -1.785
H 4.217 -2.699 2.592
C 1.411 0.717 -2.471
H -4.590 4.432 -0.651
N -0.864 4.639 -0.161
C -0.015 0.207 3.707
C -3.558 4.447 -0.287
C 0.505 -3.816 0.348
H -2.374 3.186 6.197
H -4.385 2.180 -0.499
H 0.893 1.675 -2.349
C 0.952 -2.280 -4.398
Si 2.081 -3.188 -0.442
*
```

Löwdin atomic charges, in units of e: 0.11, -0.12, 0.02, -0.13, 0.08, -0.12, 0.07, -0.18, 0.02, -0.09, 0.08, 0.05, 0.49, -0.24, -0.23, -0.31, -0.02, 0.00, 0.67, 0.07, 0.01, -0.83, 0.05, -0.29, -0.13, -0.18, -0.06, 0.00, -0.19, -0.19, 0.06, -0.01, 0.00, 0.05, -0.27, -0.10, -0.18, -0.12, 0.02, 1.22, 0.03, 0.07, 0.07, -0.08, 0.09, -0.29, 0.05, -0.28, 0.03, 0.08, -0.49, -0.01, 0.05, -0.27, 0.06, -0.02, -0.20, -0.14, -0.19, 0.07, 0.12, -0.01, -0.12, 0.31

***

Here is a 7-piece molecular cluster, C22H30Cl10N2O4 overall from OMol25. Energies are from ωB97M-V/def2-TZVPD.

Energy above the lowest of the compared OMol25 structures with the same formula, charge and spin in kJ/mol: 0.00
Energy in Ha: -5868.5377
F_max in eV/A: 0.9
SMILES: O=[N+]([O-])c1ccccc1.O=[N+]([O-])c1ccccc1.ClCCCl.ClCCCl.ClCCCl.ClCCCl.ClCCCl

Geometry as ORCA input:
```
! RIJCOSX wB97M-V def2-TZVPD def2/J DEFGRID3
* xyz 0 1
H 4.609 -7.370 23.479
H 2.058 -6.808 19.351
C 0.039 -6.287 23.192
Cl -1.989 -3.450 27.525
H -0.823 -1.231 22.227
O 5.903 -10.074 19.765
H 5.600 -9.318 25.844
Cl 1.669 -9.137 17.521
H 0.903 -10.255 24.954
C -0.861 -10.810 27.792
C -1.476 -6.069 27.793
C 0.901 -7.178 24.054
H -1.835 -13.413 25.836
H 3.518 -7.719 17.543
H 1.783 -7.486 23.498
H 3.297 -9.157 27.832
H 6.589 -6.023 24.081
H 8.725 -6.403 22.963
H -0.058 -6.723 22.202
C 2.748 -7.627 19.527
H -0.730 -5.870 28.555
C -1.323 -12.513 26.142
H -2.313 -2.112 21.729
C 6.630 -6.734 23.264
H -1.063 -6.087 26.793
H 3.678 -7.265 19.960
H 4.128 -7.748 27.178
H -2.148 -12.492 28.110
O 0.553 -11.818 23.230
H 0.462 -9.226 27.134
H 4.722 -8.929 21.531
Cl -1.855 -2.218 24.064
Cl -2.111 -7.701 28.168
C 4.243 -8.798 27.429
N 6.822 -9.300 19.930
N -0.229 -12.413 23.940
Cl 1.451 -6.303 25.504
H 8.821 -7.889 20.948
C -0.477 -11.854 25.272
C 5.577 -8.322 21.809
O 7.805 -9.224 19.227
Cl 3.417 -9.267 24.917
Cl -0.305 -3.428 20.219
C 7.842 -6.901 22.590
C -0.043 -10.152 26.878
C -2.609 -5.082 27.898
H 0.373 -3.342 22.472
C 0.201 -10.704 25.636
C -0.601 -3.367 22.000
H 4.585 -10.673 26.396
H -1.138 -10.355 28.732
Cl 5.474 -9.021 28.691
C -1.409 -2.136 22.327
C 3.078 -8.398 18.274
H -3.051 -5.058 28.890
H 0.328 -8.052 24.345
Cl -1.622 -6.160 23.856
O -0.821 -13.428 23.633
H -3.396 -5.316 27.185
C 4.613 -9.607 26.199
C 5.500 -7.456 22.879
H 0.461 -5.289 23.142
H -1.171 -4.260 22.227
Cl 1.950 -8.663 20.759
C -1.495 -11.990 27.408
C 7.904 -7.765 21.512
C 6.762 -8.423 21.099
H 3.844 -9.146 18.482
*
```

Löwdin atomic charges, in units of e: 0.06, 0.07, -0.63, 0.54, 0.07, 0.08, 0.07, 0.57, 0.05, -0.10, -0.66, -0.67, 0.12, 0.08, 0.01, 0.06, 0.11, 0.11, 0.07, -0.62, 0.07, 0.00, 0.07, -0.06, -0.01, 0.06, 0.06, 0.11, 0.07, 0.09, 0.09, 0.54, 0.60, -0.68, -0.35, -0.35, 0.57, 0.12, -0.14, -0.02, 0.09, 0.64, 0.54, -0.06, -0.09, -0.67, 0.06, -0.03, -0.69, 0.07, 0.08, 0.57, -0.64, -0.68, 0.07, 0.05, 0.59, 0.08, 0.07, -0.61, -0.09, 0.04, 0.00, 0.57, -0.06, -0.01, -0.15, 0.06

***

Here is one molecule with the formula C22H30ClNOS from OMol25. Energies are from ωB97M-V/def2-TZVPD.

Energy above the lowest of the compared OMol25 structures with the same formula, charge and spin in kJ/mol: 0.00
Energy in Ha: -1844.6868
F_max in eV/A: 0.6
SMILES: C[C@H](NCC[C@@]1(Cc2ccccc2Cl)CCOC(C)(C)C1)c1cccs1

Geometry as ORCA input:
```
! RIJCOSX wB97M-V def2-TZVPD def2/J DEFGRID3
* xyz 0 1
C -1.714 0.025 1.389
C -4.186 -1.150 0.758
H -5.140 -1.596 0.522
C 1.295 1.279 -1.665
C 2.362 0.625 3.866
H -4.737 -0.719 -2.322
C 0.765 0.566 0.819
H 1.146 -0.661 -2.310
C 1.878 -1.526 1.700
C 4.280 1.133 2.377
H 4.245 2.192 2.620
H 2.266 1.667 4.158
H -4.792 0.830 0.202
H 0.100 2.323 -0.212
H 1.885 -0.874 -0.313
S -2.845 0.609 -3.070
H 0.418 -1.271 -4.798
H 1.401 0.140 4.004
O 3.053 -0.832 2.036
H 2.326 1.161 -1.321
H 1.236 2.247 -2.171
C 2.870 0.528 2.419
C 0.239 -0.204 -4.904
H 4.709 1.006 1.387
C 1.982 1.304 1.416
H 3.077 0.139 4.526
H -3.147 -2.738 -1.795
C -2.773 0.780 0.887
H -0.257 1.488 -3.672
H -3.291 -2.984 1.407
H 1.130 0.261 -5.315
C -2.830 -1.790 -2.190
H 1.206 -1.607 2.566
H -0.588 1.695 2.048
C -1.327 -0.221 -2.994
H 0.300 -1.466 0.218
C -0.415 0.641 1.823
H -0.593 -0.053 -5.587
C 0.315 1.285 -0.472
C -0.075 0.416 -3.534
H -0.679 -2.180 -2.374
H -0.620 0.831 -0.808
C -3.675 -0.762 -2.452
C -3.995 0.207 0.576
H -1.153 -1.946 1.987
C -1.940 -1.337 1.567
H 4.919 0.622 3.091
C 1.171 -0.879 0.512
H 2.212 -2.534 1.439
Cl -2.621 2.492 0.666
H -0.121 0.149 2.749
H 1.647 2.226 1.895
C -3.151 -1.924 1.252
C -1.488 -1.481 -2.503
H 2.630 1.591 0.587
N 1.093 0.276 -2.688
*
```

Löwdin atomic charges, in units of e: -0.23, -0.10, 0.11, -0.20, -0.01, 0.06, -0.40, 0.10, -0.18, -0.02, 0.09, 0.09, 0.11, 0.10, 0.12, 1.04, 0.08, 0.06, -0.09, 0.11, 0.12, -0.54, -0.05, 0.09, -0.06, 0.09, 0.10, -0.59, 0.13, 0.11, 0.08, -0.19, 0.11, 0.10, -0.52, 0.11, -0.10, 0.08, -0.13, -0.42, 0.11, 0.09, -0.43, -0.13, 0.11, -0.03, 0.08, -0.09, 0.13, 0.73, 0.10, 0.13, -0.08, -0.13, 0.11, -0.03

***

Number 1: E_LUMO 4.54 eV, Kohn-Sham gap 3.5 eV. Number 2: E_LUMO -0.71 eV, Kohn-Sham gap 9.4 eV. Number 3: E_LUMO 0.68 eV, Kohn-Sham gap 9.0 eV.